The following is a DFT calculation (wB97M-V/def2-TZVPD) of a molecular structure, C4H6N.

Cartesian coordinates (Å):
H -1.8160 0.5074 0.7736
C -1.3772 0.5639 -0.1227
N 1.1384 -0.5092 -0.1673
H -0.4138 -1.0074 1.0968
H -1.8482 0.5147 -1.0307
H 2.1386 1.5379 0.1104
C -0.1023 1.1006 0.0201
H 1.9298 -1.1254 0.2169
C -0.2972 -0.9003 -0.0035
C 1.1944 0.8967 -0.0224
H -0.5465 -1.5787 -0.8712

Cartesian forces, eV/Å:
H -2.7 -0.1 2.7
C 4.4 -0.4 -0.7
N 2.5 -0.1 -0.1
H -0.6 -1.1 -1.1
H -1.4 0.1 -2.1
H -1.8 -1.1 -0.4
C -0.1 0.5 0.0
H -2.0 1.2 -0.5
C 1.2 1.1 0.2
C 0.9 -0.6 0.2
H -0.4 0.4 1.7

* electronic energy: -5722.8930 eV
* highest occupied orbital energy: -14.16 eV
* total charge: +1
* HOMO-LUMO gap: 8.38 eV

Atom charges from the Mulliken analysis, given in e for atoms 1 to 6: atom 1 (H): 0.328, atom 2 (C): -0.387, atom 3 (N): -0.299, atom 4 (H): 0.351, atom 5 (H): 0.331, atom 6 (H): 0.363

=====

The following is a DFT calculation (wB97M-V/def2-TZVPD) of 2 unconnected molecules or ions with the total composition C4H2BrClF3O2.

Cartesian coordinates (Å):
O 2.1971 -2.4988 0.6863
H -0.9910 0.7687 -1.5900
Br 2.3227 1.2156 -0.7026
H -2.7718 0.0765 0.7683
Cl 2.1850 0.0760 2.1716
O 2.5309 -1.5553 -1.3381
C 1.8055 -0.2130 0.5036
F -2.1589 -0.7058 -1.4260
F -2.8238 2.0714 0.3094
C -1.5070 0.3004 -0.8683
F -1.0223 1.2838 1.2398
C -1.9923 0.8320 0.4309
C 2.2258 -1.6516 -0.1849

Cartesian forces, eV/Å:
O 0.0 -1.7 0.5
H 2.3 2.1 -1.9
Br -0.3 0.4 0.5
H 1.3 0.9 0.7
Cl -0.2 0.0 -0.4
O 0.3 -0.4 -2.2
C 0.8 0.1 -0.9
F -0.8 -0.7 0.5
F 0.9 -1.7 -0.4
C -1.3 -0.3 2.1
F -0.3 -1.0 0.0
C -2.0 0.7 -0.9
C -0.6 1.5 2.4

* <S²>: 2.009
* electronic energy: -98990.5083 eV
* highest occupied orbital energy (alpha / beta): -4.20 / -4.88 eV
* total charge: -1
* HOMO-LUMO gap (alpha / beta): 7.49 / 6.95 eV
* spin multiplicity: 3

Atom charges from the Mulliken analysis, given in e for atoms 1 to 6: atom 1 (O): -0.664, atom 2 (H): 0.394, atom 3 (Br): -0.189, atom 4 (H): 0.161, atom 5 (Cl): -0.179, atom 6 (O): -0.619

=====

The following is a DFT calculation (wB97M-V/def2-TZVPD) of 2 unconnected molecules or ions with the total composition C11H21FN3.

Cartesian coordinates (Å):
C 2.4686 0.2561 1.1695
C -0.8007 0.4242 0.3651
C 2.4269 -0.7598 -0.8168
N -1.2515 0.8600 -1.0025
N 3.6778 -0.0417 0.8338
H -2.6405 -2.5039 0.5898
H -1.0351 -2.5623 -0.1120
H -1.4284 -0.0144 -1.5229
N 3.6294 -0.7009 -0.3054
C -0.5464 -1.0398 2.2307
H -2.4290 2.2967 -0.3010
C 2.2146 0.9069 2.4914
H 2.0332 0.2429 3.3669
H 3.1208 1.4087 2.6945
H 1.4212 1.6551 2.4344
H -1.0108 -1.9180 2.6203
H 3.2250 -1.7164 -2.3605
C 1.6676 -0.1469 0.1341
H 4.5029 -1.0053 -0.8212
C -0.2029 1.7321 -1.6548
H -0.6000 -0.2190 2.8723
H -0.3672 2.0482 -2.6663
H -2.9225 1.8310 -1.9579
H -0.0948 2.7192 -1.0287
H -2.0651 -1.4309 -0.8165
H 1.7882 -0.7042 -2.8455
H 0.4336 -1.0779 1.8537
C 2.1982 -1.4017 -2.1001
C -1.8228 -1.8768 0.1286
H 1.6366 -2.3438 -1.9347
F -2.7491 -0.2836 1.4533
C -2.6060 1.5053 -0.9556
H -3.2559 0.6584 -0.5020
C -1.4365 -0.7227 1.0692
H -0.7086 1.1980 1.0071
H 0.8103 1.2115 -1.6649

Cartesian forces, eV/Å:
C -1.1 0.7 1.6
C 2.5 -2.4 -2.8
C -1.8 0.1 -0.3
N 0.6 -0.6 -0.5
N 2.8 -0.5 1.0
H 0.7 1.0 -0.7
H 0.8 -0.3 0.2
H 0.8 0.5 -0.1
N 3.1 -0.4 -1.3
C -2.1 -0.4 -0.9
H -0.6 1.5 1.1
C -0.7 -0.2 0.1
H 0.0 0.1 -0.9
H 1.0 0.8 0.5
H 0.0 -0.1 0.0
H 0.5 -0.8 1.0
H -0.6 0.0 -0.8
C -4.3 0.6 -0.1
H -1.4 0.7 1.3
C 2.0 1.1 1.6
H -0.1 1.1 1.5
H -1.0 -0.2 -0.5
H 0.2 -0.2 0.4
H -0.3 -2.1 -1.0
H -1.0 -0.3 -0.5
H 0.0 -0.6 0.1
H 1.1 -0.9 -0.1
C 0.5 -1.0 -0.3
C 0.1 -0.5 1.2
H -0.1 0.7 -0.6
F 0.6 0.4 0.7
C -0.7 -2.6 0.0
H 0.6 2.0 -0.8
C -0.9 -0.7 -2.0
H 0.5 2.9 1.6
H -1.6 0.6 0.4

* electronic energy: -18923.7245 eV
* highest occupied orbital energy (alpha / beta): -12.62 / -12.55 eV
* total charge: +1
* HOMO-LUMO gap (alpha / beta): 8.27 / 8.32 eV

Atom charges from the Mulliken analysis, given in e for atoms 1 to 6: atom 1 (C): 0.708, atom 2 (C): -1.480, atom 3 (C): -0.250, atom 4 (N): 0.044, atom 5 (N): -0.931, atom 6 (H): 0.388

=====

The following is a DFT calculation (wB97M-V/def2-TZVPD) of a gas-phase ion, C7H13N (charge +1).

Cartesian coordinates (Å):
H -0.1224 -2.4428 0.0078
H -0.4290 -1.3694 1.3261
H 1.6341 -0.4552 -2.2935
H 0.4076 2.9155 2.6500
H -1.7644 0.9453 0.0609
C 1.5609 -1.1000 -1.4132
C -1.8139 -1.1049 -0.3127
C -0.3632 -1.4034 0.2423
N -2.2308 0.2737 -0.5557
H -2.5328 -1.4945 0.3913
H -0.1361 0.7053 1.9197
C 0.9639 0.7499 0.0634
C 0.6512 2.6056 1.6407
H -1.8442 0.6263 -1.4323
H 1.2298 3.3813 1.1456
C 0.6509 -0.5474 -0.3734
H 1.7680 1.3140 -0.3908
H 2.5742 -1.1445 -1.0001
H -1.9514 -1.6459 -1.2464
C 0.4740 1.3033 1.2620
H 1.2734 -2.1121 -1.6916

Cartesian forces, eV/Å:
H -0.1 0.1 -0.1
H 0.2 0.5 0.2
H -0.1 0.0 0.0
H -0.6 -0.1 -0.1
H -0.6 -0.4 0.5
C -0.5 -0.3 -0.2
C -0.5 0.5 -0.5
C -0.4 -0.4 -0.2
N 1.4 0.8 -0.2
H 0.1 -0.5 0.3
H -0.1 -0.2 0.1
C -0.1 0.3 1.1
C 1.1 0.4 0.9
H -0.4 -0.5 -0.3
H -0.1 -0.4 -0.6
C 1.4 0.0 0.3
H -0.1 0.0 -0.6
H 0.0 0.0 0.1
H 0.1 -0.1 0.0
C -0.6 0.2 -0.5
H 0.0 0.1 -0.2

* <S²>: 0.781
* electronic energy: -8950.4371 eV
* highest occupied orbital energy (alpha / beta): -13.49 / -13.49 eV
* total charge: +1
* HOMO-LUMO gap (alpha / beta): 8.46 / 5.96 eV
* spin multiplicity: 2

Atom charges from the Mulliken analysis, given in e for atoms 1 to 6: atom 1 (H): 0.413, atom 2 (H): 0.381, atom 3 (H): 0.386, atom 4 (H): 0.310, atom 5 (H): 0.242, atom 6 (C): -1.384

=====

The following is a DFT calculation (wB97M-V/def2-TZVPD) of a single CH2IP molecule.

Cartesian coordinates (Å):
H 0.1284 -0.5403 -1.0362
P -1.0072 1.0301 0.5719
I -2.6854 -0.1189 -2.2936
H 0.1736 0.4208 1.0468
C -0.8839 -0.1134 -0.6270

Cartesian forces, eV/Å:
H -2.0 0.4 1.0
P 0.0 -0.6 0.2
I -0.8 0.1 -0.8
H 0.6 0.7 0.6
C 2.2 -0.7 -1.1

* <S²>: 2.009
* electronic energy: -18453.4325 eV
* highest occupied orbital energy (alpha / beta): -6.60 / -9.50 eV
* total charge: 0
* HOMO-LUMO gap (alpha / beta): 6.49 / 6.00 eV
* spin multiplicity: 3

For each atom in turn, the Mulliken charge in e is: atom 1 (H): 0.284, atom 2 (P): -0.014, atom 3 (I): 0.075, atom 4 (H): 0.029, atom 5 (C): -0.374

=====

The following is a DFT calculation (wB97M-V/def2-TZVPD) of a single C4H6N2O molecule.

Cartesian coordinates (Å):
C -0.7117 -0.1389 -1.8446
H -0.7882 2.0193 -2.2223
N 0.1553 -1.2009 -0.0775
H -0.9989 1.0082 -3.6467
H 0.2201 1.3120 1.2256
H 1.3238 -1.6445 1.6427
C -1.2478 1.0801 -2.5973
H -2.2852 1.2926 -2.4856
C 0.7407 -0.9330 1.0294
H -0.5744 -1.0542 -2.3655
C 0.6326 0.3966 1.7474
N -0.5132 -0.0154 -0.6187
O 1.1407 0.3941 2.8394

Cartesian forces, eV/Å:
C -1.4 1.8 -1.0
H 0.1 -0.7 -0.1
N 0.0 0.5 0.3
H -0.1 -0.1 -0.3
H 0.2 -0.9 0.7
H -0.4 0.0 -0.8
C 1.5 0.4 0.4
H -1.0 -0.5 0.1
C -1.1 0.7 -0.4
H 0.4 -0.8 -0.4
C 0.9 -0.1 -0.5
N 1.3 -1.0 1.6
O -0.3 0.7 0.4

* electronic energy: -9270.4318 eV
* highest occupied orbital energy: -9.32 eV
* total charge: 0
* SMILES: C/C=N/N=C\C=O
* HOMO-LUMO gap: 9.22 eV

Atom charges from the Mulliken analysis, given in e for atoms 1 to 6: atom 1 (C): -0.024, atom 2 (H): 0.258, atom 3 (N): -0.482, atom 4 (H): 0.310, atom 5 (H): 0.361, atom 6 (H): 0.346

=====

Computed molecular weight (g mol⁻¹) in order:
68.10; 254.41; 214.31; 111.19; 171.91; 98.11